4 unconnected molecules or ions with the total composition C7H19NO3 in a non-equilibrium geometry, computed with the ωB97M-V functional and the def2-TZVPD basis.

Output
Molar mass = 165.23 g/mol
LUMO level (spin up / spin down) = -3.66 / -7.21 eV
Charge = +1
Energy = -558.22854 Eh
Multiplicity = 2
Energy relative to the best compared isomer or geometry (same formula, charge and spin) = 0.607 eV
Gap between HOMO and LUMO (spin up / spin down) = 10.03 / 6.48 eV

The geometry in XYZ format:
```
30
Properties=species:S:1:pos:R:3:forces:R:3:mulliken_charge:R:1
C 0.9207 2.8205 -0.5529 -0.203 -0.215 0.649 -1.194
C 0.9267 1.8546 -1.7330 -0.126 -0.064 -0.181 -0.419
C 0.4519 0.4885 -1.3954 1.058 1.361 0.251 -0.181
C 1.0872 -0.6099 -1.9572 0.080 -0.895 0.153 -0.125
N 0.8133 -1.8607 -1.6411 -1.413 -0.615 -0.739 -0.042
C -0.3398 -2.2620 -0.8460 -0.899 0.710 1.182 -0.398
C -0.9754 -2.7189 1.5038 -0.051 -0.890 -0.293 -0.998
C -0.0077 -2.5005 0.6222 -0.639 0.480 -0.012 0.050
H 0.2209 2.5670 0.2346 -0.605 -0.380 -0.028 0.319
H 0.6302 3.8255 -0.8263 0.502 0.265 -0.176 0.342
H 1.8700 2.7549 -0.0147 0.116 0.470 -0.413 0.341
H 1.9295 1.8470 -2.1461 0.197 -0.273 -0.268 0.377
H 0.3021 2.1804 -2.5811 -0.149 0.265 0.200 0.346
H -0.2728 0.5093 -0.5913 -0.211 -0.761 -0.139 0.325
H 1.8885 -0.4819 -2.6775 -0.095 0.166 0.004 0.420
H 1.0911 -2.6342 -2.2415 0.870 0.459 0.074 0.328
H -1.0936 -1.4703 -0.8260 0.278 0.229 -0.340 0.035
H -0.9032 -3.0616 -1.3289 0.655 -0.412 0.006 0.481
H -2.0244 -2.8736 1.2465 0.256 0.139 -0.153 0.246
H -0.7376 -2.9544 2.5236 0.110 0.285 0.383 0.380
H 0.9855 -2.2633 0.9793 0.294 -0.410 -0.219 0.342
H -2.4009 0.5253 -1.8605 0.115 0.531 -0.103 0.329
H -3.3226 1.8148 -2.0137 0.417 0.099 0.023 0.328
O -3.2936 0.8586 -1.9537 -0.533 -0.614 0.052 -0.629
H -0.3127 -0.8193 3.4917 -0.123 -0.033 -0.042 0.320
H -0.6685 0.1892 2.4007 -0.064 -0.105 0.066 0.284
O -0.8440 -0.0331 3.3210 0.139 0.035 0.050 -0.628
H 1.4412 1.8679 2.9644 0.016 -0.002 0.329 0.274
H 0.9581 0.9156 4.0636 0.107 0.450 -0.088 0.368
O 1.6800 1.5246 3.8352 -0.100 -0.275 -0.228 -0.620
```
Forces are in eV/Å.

---

A molecular structure, C24H19BF2N4ORhS in a non-equilibrium geometry, computed with the ωB97M-V functional and the def2-TZVPD basis.

Output
Molar mass = 563.22 g/mol
LUMO level (spin up / spin down) = 1.73 / 1.73 eV
Charge = -1
Energy = -1953.66603 Eh
Energy relative to the best compared isomer or geometry (same formula, charge and spin) = 1.716 eV
Gap between HOMO and LUMO (spin up / spin down) = 4.35 / 4.35 eV

The geometry in XYZ format:
```
53
Properties=species:S:1:pos:R:3:forces:R:3:mulliken_charge:R:1
Rh -0.1821 -0.8231 -0.4550 -0.675 -1.605 1.305 -0.759
N -1.3191 0.3370 0.9793 -0.055 -0.207 -0.261 -0.074
C -1.5120 1.7435 0.8410 -0.090 0.229 -0.097 0.164
C -1.3112 2.5707 1.9364 0.054 -0.046 -0.019 -0.534
C -1.5693 3.9298 1.8510 0.003 0.036 0.028 -0.708
C -2.0315 4.4564 0.6564 -0.013 0.071 0.008 -0.645
C -2.1925 3.6337 -0.4473 0.042 -0.069 0.070 -0.814
C -1.9373 2.2612 -0.3895 0.133 -0.060 0.113 0.955
C -2.0406 1.4228 -1.6059 0.035 -0.198 -0.374 0.741
C -3.0031 1.7766 -2.5635 -0.102 0.063 0.165 -1.088
C -3.0347 1.1870 -3.8115 -0.058 0.042 -0.054 -0.559
C -2.0691 0.2399 -4.1318 0.064 -0.080 0.038 -0.915
C -1.1556 -0.1617 -3.1704 -0.298 0.273 -0.250 -0.442
C -1.1268 0.3712 -1.8663 0.410 0.130 -0.718 0.446
H -0.9593 0.1097 1.8978 -0.071 -0.048 0.063 0.290
H -2.1936 -0.1637 0.8447 -0.085 0.049 0.111 0.278
H -0.9454 2.1426 2.8638 -0.059 -0.019 0.018 0.359
H -1.4154 4.5675 2.7122 0.016 -0.007 0.001 0.378
H -2.2491 5.5144 0.5757 0.037 0.001 -0.011 0.377
H -2.4898 4.0668 -1.3930 -0.007 -0.018 -0.014 0.475
H -3.7561 2.5157 -2.3080 0.011 0.033 -0.038 0.447
H -3.7980 1.4629 -4.5299 0.006 0.039 0.009 0.360
H -2.0455 -0.1988 -5.1237 -0.009 -0.038 0.023 0.402
H -0.4454 -0.9309 -3.4452 0.013 -0.016 0.037 0.372
C 4.9309 1.6565 0.6768 -0.156 -0.032 -0.067 -0.428
C 3.8130 1.8536 -0.1248 0.300 0.167 0.065 -0.860
C 2.6906 1.0645 0.0300 -0.302 -0.419 0.149 0.244
C 2.6741 0.0417 0.9846 1.439 1.035 0.184 0.005
C 3.8039 -0.1501 1.7964 -0.376 -0.150 -0.134 -0.568
C 4.9172 0.6505 1.6365 0.103 0.039 0.024 -0.558
N 1.5290 -0.7314 1.0771 -1.398 -1.398 -0.013 1.251
N 1.4779 -1.5913 2.0066 1.254 1.222 -0.361 -1.040
C 0.3628 -2.3798 1.9863 -1.679 -1.091 -0.004 -0.111
C 0.1611 -3.2834 3.0430 0.353 0.297 -0.089 -0.383
C -0.9657 -4.0777 3.0669 -0.094 -0.193 0.175 -0.537
C -1.9138 -3.9819 2.0514 0.171 0.273 -0.188 -0.705
C -1.7107 -3.0992 0.9903 -0.352 -0.380 0.334 -0.069
C -0.5767 -2.3077 0.9265 1.198 1.122 -0.384 0.538
H 5.8085 2.2780 0.5492 0.004 -0.011 0.002 0.372
H 3.8284 2.6284 -0.8808 -0.061 -0.013 -0.002 0.380
H 1.8133 1.1893 -0.5948 -0.027 -0.009 -0.012 0.380
H 3.7803 -0.9427 2.5310 0.053 0.000 -0.003 0.411
H 5.7903 0.4824 2.2558 -0.020 0.011 0.009 0.356
H 0.9043 -3.3379 3.8305 -0.023 -0.009 0.029 0.448
H -1.1114 -4.7786 3.8804 -0.009 0.026 0.001 0.357
H -2.8107 -4.5889 2.0840 0.028 -0.061 -0.014 0.396
H -2.4472 -3.0536 0.1960 0.022 0.056 0.002 0.428
O -0.2091 -3.7038 -3.4451 -0.343 0.104 -0.234 -0.585
S -0.2622 -3.3760 -1.9989 0.500 1.027 0.554 0.293
N 0.7899 -2.1598 -1.6485 0.005 -0.149 -0.112 -0.473
F 2.8754 -1.0243 -2.0422 -0.081 0.044 0.049 -0.291
B 2.1007 -2.1250 -2.1195 0.288 -0.061 -0.159 0.521
F 2.7384 -3.1828 -2.6622 -0.097 -0.002 0.046 -0.275
```
Forces are in eV/Å.

---

A molecular structure, C22H12Cl3N10O7PbS, computed with the ωB97M-V functional and the def2-TZVPD basis.

Output
Molar mass = 874.03 g/mol
LUMO level (spin up / spin down) = 4.03 / 2.10 eV
Charge = -2
Energy = -3891.57907 Eh
Multiplicity = 2
Energy relative to the best compared isomer or geometry (same formula, charge and spin) = 0.000 eV
Gap between HOMO and LUMO (spin up / spin down) = 7.24 / 5.73 eV

The geometry in XYZ format:
```
56
Properties=species:S:1:pos:R:3:forces:R:3:mulliken_charge:R:1
Pb -0.0776 0.6492 0.0792 -0.055 0.024 -0.067 2.036
N -2.9713 1.7586 -3.5176 -0.016 0.004 0.011 0.109
C -2.4026 1.9734 -2.3243 0.011 0.009 -0.002 -0.736
N -1.5926 0.9746 -2.0613 -0.014 -0.053 -0.018 0.329
C -1.7005 0.1617 -3.1452 -0.026 -0.002 0.017 0.113
N -2.5394 0.6000 -4.0603 0.041 0.020 -0.027 -0.843
C -0.9586 -1.1027 -3.2707 -0.017 -0.004 0.007 0.193
C -0.9713 -1.8424 -4.4486 -0.008 0.003 -0.005 -0.450
N -0.3185 -2.9926 -4.5618 -0.001 0.004 -0.002 -0.676
C 0.3531 -3.3981 -3.4879 0.009 0.000 0.000 -0.455
C 0.3676 -2.6641 -2.3096 0.001 0.003 0.005 -0.456
N -0.2850 -1.5141 -2.2012 -0.020 -0.005 0.029 0.380
H -3.6173 2.3424 -4.0167 -0.001 -0.007 0.005 0.199
H -2.5416 2.8448 -1.6961 0.006 -0.007 0.002 0.710
H -1.5220 -1.4849 -5.3096 0.001 -0.003 -0.002 0.475
H 0.9052 -4.3268 -3.5626 -0.002 -0.001 -0.001 0.424
H 0.9195 -3.0088 -1.4426 -0.007 0.001 -0.002 0.576
O 4.6511 -5.0531 0.1499 0.025 0.007 0.017 -0.747
C 4.6428 -4.1439 -0.7042 -0.066 -0.027 -0.026 0.441
O 5.2650 -4.0393 -1.7759 0.030 0.007 0.001 -0.727
C 3.6750 -2.9702 -0.3891 0.022 0.011 0.008 0.167
C 2.8889 -2.9967 0.7582 -0.004 -0.001 0.006 -0.883
C 1.9914 -1.9710 0.9917 -0.017 -0.006 -0.003 -0.223
N 1.8481 -0.9538 0.1429 0.038 0.037 0.017 0.036
C 2.6028 -0.9020 -0.9549 -0.017 -0.009 -0.006 0.506
C 3.5343 -1.8871 -1.2489 0.002 -0.007 -0.005 -0.488
C 2.3387 0.2510 -1.9210 0.051 0.027 0.043 0.163
O 2.9998 0.3130 -2.9460 -0.015 -0.007 -0.018 -0.751
O 1.4149 1.0855 -1.5841 -0.025 0.009 -0.015 -0.524
H 2.9930 -3.8327 1.4362 -0.003 0.001 0.001 0.445
H 1.3484 -1.9500 1.8649 0.005 0.004 0.004 0.452
H 4.1220 -1.8326 -2.1534 0.001 0.004 0.001 0.576
O -2.4073 1.2119 1.0717 0.035 -0.043 0.023 -0.623
N -2.4633 0.5280 2.1753 -0.014 0.032 -0.074 0.373
C -2.7221 1.1967 3.3292 -0.003 -0.001 -0.011 -0.337
C -2.7738 0.5542 4.5317 -0.002 -0.010 0.002 -0.736
C -2.5214 -0.8205 4.5719 -0.004 -0.001 0.008 -0.227
C -2.2176 -1.4800 3.4101 0.008 -0.006 -0.015 -0.743
C -2.1832 -0.8140 2.1731 -0.002 0.009 0.023 0.562
S -1.7580 -1.5739 0.7007 -0.011 0.023 0.007 -0.366
H -2.8503 2.2591 3.1917 0.001 0.001 0.009 0.410
H -2.9406 1.1361 5.4253 -0.001 0.002 0.000 0.505
H -2.5301 -1.3506 5.5151 0.000 -0.002 0.000 0.373
H -1.9723 -2.5321 3.4030 0.001 -0.001 0.000 0.404
Cl 1.9375 5.2010 0.7619 0.012 -0.008 0.023 -0.154
C 0.5467 5.3113 -0.3158 -0.036 0.012 0.037 0.573
Cl 1.1203 5.3695 -2.0044 -0.013 -0.012 0.036 -0.180
Cl -0.3366 6.8145 0.0446 -0.006 0.007 -0.005 -0.187
C -0.4219 4.0565 -0.2138 0.025 -0.043 -0.215 0.266
O -1.5482 4.2377 -0.6645 -0.010 0.029 0.078 -0.768
O 0.1339 3.0384 0.2500 0.059 0.001 0.054 -0.574
N -1.0773 2.8403 6.1142 -0.009 0.008 0.006 -0.661
C -0.2441 2.4506 5.4029 0.044 -0.004 0.002 0.601
N 0.7725 2.0380 4.6788 -0.039 0.051 -0.032 -0.787
C 0.5781 1.4208 3.5582 0.010 -0.075 0.043 0.427
N 0.5155 0.8191 2.5598 0.025 -0.005 0.024 -0.525
```
Forces are in eV/Å.

---

A single C4H4P2 molecule in a non-equilibrium geometry, computed with the ωB97M-V functional and the def2-TZVPD basis.

Output
Molar mass = 114.02 g/mol
LUMO level = 0.26 eV
Energy = -837.34359 Eh
Energy relative to the best compared isomer or geometry (same formula, charge and spin) = 1.756 eV
Gap between HOMO and LUMO = 8.38 eV

The geometry in XYZ format:
```
10
Properties=species:S:1:pos:R:3:forces:R:3:mulliken_charge:R:1
C 1.6796 0.0478 0.8530 -1.561 -2.952 -1.212 -0.163
C 0.8522 -1.0235 0.7142 2.911 4.475 -1.068 -0.668
C -1.6676 -0.0394 -0.5822 0.254 1.496 1.310 -0.267
C -0.5613 0.8458 -0.8592 0.263 0.563 -0.259 -0.408
P -1.4192 0.6839 0.8887 -0.117 -0.039 -1.312 -0.106
P 1.1356 -0.1523 -0.8512 -0.844 0.783 0.059 -0.040
H 2.4656 0.4346 1.4541 0.036 0.478 0.637 0.392
H 0.5891 -1.9052 1.1431 -0.817 -2.212 1.275 0.479
H -2.2943 -0.6157 -1.1765 -0.918 -1.207 -0.732 0.439
H -0.7798 1.7240 -1.5840 0.793 -1.384 1.302 0.343
```
Forces are in eV/Å.

---

Question: The highest energy belongs to which entry?
Answer: C7H19NO3

---

Question: The lowest molar mass belongs to which entry?
Answer: C4H4P2

---

Question: energy relative to the best compared isomer or geometry (same formula, charge and spin) of number 1 (C7H19NO3)?
Answer: 0.607 eV

---

Question: Which of these has the lowest molar mass?
Answer: C4H4P2